11 unconnected molecules or ions with the total composition C66H165N11, computed with ωB97M-V/def2-TZVPD.

```
242
Properties=species:S:1:pos:R:3
C 11.447 12.699 16.808
C 10.308 13.051 17.890
N 9.405 11.993 18.025
C 8.095 12.325 18.504
C 7.388 13.125 17.422
C 10.027 10.934 18.880
C 9.558 9.494 18.697
H 12.110 13.506 16.679
H 11.020 12.353 15.874
H 12.096 11.958 17.190
H 10.692 13.259 18.935
H 9.803 13.924 17.452
H 7.504 11.394 18.735
H 8.207 12.912 19.402
H 7.916 14.104 17.293
H 7.456 12.646 16.455
H 6.328 13.341 17.677
H 9.950 11.330 19.905
H 11.109 10.946 18.672
H 9.622 9.235 17.645
H 8.517 9.302 18.872
H 10.090 8.789 19.318
C 14.362 17.210 22.791
C 13.477 16.831 23.925
N 13.961 17.409 25.192
C 12.959 17.101 26.233
C 11.591 17.674 25.930
C 15.311 16.921 25.514
C 16.015 17.671 26.619
H 13.983 16.863 21.801
H 15.325 16.804 22.864
H 14.475 18.297 22.658
H 12.456 17.128 23.737
H 13.464 15.726 23.906
H 12.892 15.982 26.394
H 13.275 17.451 27.176
H 11.040 17.081 25.186
H 10.968 17.731 26.806
H 11.741 18.682 25.531
H 15.994 16.979 24.682
H 15.157 15.834 25.778
H 15.453 17.723 27.554
H 16.220 18.671 26.235
H 16.941 17.143 26.812
C 10.522 16.484 21.823
C 10.399 15.415 22.881
N 11.439 14.439 22.855
C 11.392 13.552 21.691
C 12.542 12.509 21.597
C 11.595 13.691 24.112
C 10.597 12.595 24.358
H 9.709 17.219 21.984
H 10.374 16.110 20.826
H 11.457 16.969 21.796
H 10.490 15.800 23.872
H 9.441 14.882 22.792
H 10.470 12.965 21.747
H 11.414 14.067 20.718
H 12.484 12.045 20.604
H 13.527 12.895 21.830
H 12.357 11.669 22.262
H 11.559 14.381 24.964
H 12.584 13.279 24.130
H 10.939 11.964 25.165
H 10.468 11.966 23.499
H 9.584 13.009 24.633
C 8.437 14.296 12.088
C 8.811 15.567 12.847
N 9.709 16.464 12.101
C 10.179 17.541 12.962
C 11.020 17.120 14.140
C 9.140 16.940 10.853
C 10.256 17.341 9.836
H 7.725 13.733 12.747
H 9.204 13.555 12.003
H 7.924 14.382 11.134
H 7.897 16.117 13.183
H 9.299 15.275 13.781
H 9.339 18.231 13.306
H 10.838 18.204 12.317
H 10.454 16.818 14.991
H 11.671 17.913 14.459
H 11.661 16.316 13.846
H 8.618 16.136 10.371
H 8.393 17.761 10.994
H 10.612 18.341 10.078
H 11.043 16.592 9.768
H 9.752 17.392 8.846
C 14.087 18.498 12.861
C 15.370 17.837 13.241
N 15.257 16.970 14.448
C 14.715 15.626 13.983
C 13.938 14.926 14.988
C 16.528 16.830 15.125
C 16.893 17.941 16.037
H 13.193 17.879 12.728
H 14.216 18.944 11.863
H 13.763 19.318 13.484
H 15.693 17.284 12.362
H 16.069 18.654 13.442
H 14.022 15.917 13.157
H 15.537 15.081 13.506
H 13.318 14.097 14.525
H 14.546 14.556 15.795
H 13.267 15.589 15.468
H 17.357 16.529 14.457
H 16.430 15.991 15.790
H 16.068 18.102 16.777
H 17.131 18.824 15.455
H 17.786 17.672 16.546
C 7.589 22.518 13.971
C 8.177 21.220 14.474
N 9.181 21.357 15.530
C 10.475 21.677 14.913
C 11.334 22.468 15.917
C 9.326 20.179 16.396
C 8.181 19.813 17.202
H 6.930 22.934 14.717
H 7.029 22.344 13.054
H 8.381 23.242 13.705
H 7.321 20.677 14.894
H 8.487 20.604 13.579
H 10.858 20.738 14.573
H 10.324 22.292 14.006
H 11.575 21.922 16.779
H 12.266 22.681 15.358
H 10.822 23.381 16.248
H 10.077 20.404 17.145
H 9.727 19.313 15.861
H 7.372 19.393 16.597
H 7.716 20.687 17.743
H 8.395 19.049 17.946
C 16.568 21.830 14.173
C 15.943 23.059 14.703
N 15.266 22.812 16.018
C 14.652 24.099 16.388
C 13.932 23.970 17.707
C 16.163 22.298 17.064
C 17.176 23.318 17.509
H 17.411 21.569 14.815
H 17.066 21.975 13.225
H 15.899 20.971 14.180
H 16.629 23.905 14.775
H 15.159 23.430 14.056
H 15.379 24.919 16.472
H 13.900 24.362 15.661
H 13.325 24.879 17.933
H 13.313 23.099 17.658
H 14.652 23.926 18.586
H 16.560 21.339 16.786
H 15.517 22.063 17.907
H 17.795 23.684 16.674
H 17.925 22.877 18.206
H 16.710 24.169 18.094
C 17.272 19.725 23.281
C 18.079 19.685 22.019
N 17.412 20.197 20.826
C 17.007 21.592 20.929
C 18.159 22.536 21.234
C 16.237 19.384 20.368
C 16.471 17.822 20.234
H 16.292 19.237 23.173
H 17.116 20.767 23.623
H 17.831 19.203 24.087
H 19.013 20.200 22.143
H 18.479 18.707 21.778
H 16.161 21.772 21.553
H 16.608 21.806 19.905
H 17.808 23.552 21.344
H 18.951 22.432 20.485
H 18.639 22.292 22.180
H 15.331 19.659 20.879
H 16.032 19.736 19.334
H 17.258 17.634 19.490
H 16.736 17.329 21.179
H 15.579 17.310 19.890
C 13.576 23.279 22.193
C 12.537 23.169 23.342
N 11.810 21.925 23.278
C 10.722 21.910 24.192
C 9.727 20.765 23.905
C 12.721 20.774 23.326
C 13.572 20.755 24.625
H 14.509 22.759 22.500
H 13.819 24.310 21.899
H 13.243 22.813 21.265
H 13.005 23.430 24.268
H 11.775 23.962 23.235
H 10.970 21.856 25.276
H 10.173 22.824 24.067
H 8.797 20.746 24.428
H 9.495 20.802 22.860
H 10.117 19.784 24.170
H 13.378 20.794 22.444
H 12.172 19.838 23.212
H 12.940 20.867 25.521
H 14.286 21.561 24.653
H 14.091 19.810 24.709
C 11.350 20.630 19.807
C 11.425 19.140 19.529
N 11.948 18.844 18.220
C 13.198 19.477 17.729
C 13.339 19.335 16.224
C 11.703 17.454 17.822
C 12.708 16.422 18.308
H 12.339 21.128 19.835
H 10.789 20.834 20.760
H 10.806 21.167 19.025
H 12.029 18.604 20.298
H 10.415 18.758 19.533
H 13.240 20.488 18.052
H 14.038 18.994 18.239
H 13.601 18.350 15.908
H 12.487 19.623 15.595
H 14.148 20.027 15.902
H 11.667 17.392 16.710
H 10.699 17.259 18.199
H 12.461 15.421 17.985
H 12.773 16.426 19.403
H 13.746 16.625 17.980
C 8.894 23.139 21.180
C 8.564 24.565 20.764
N 9.289 25.055 19.583
C 10.707 24.866 19.604
C 11.361 25.741 20.624
C 8.679 24.422 18.396
C 8.842 25.212 17.055
H 9.909 22.938 21.533
H 8.685 22.456 20.315
H 8.281 22.819 22.011
H 7.507 24.593 20.513
H 8.833 25.218 21.565
H 10.996 23.820 19.806
H 11.185 25.112 18.648
H 11.162 25.391 21.644
H 12.427 25.774 20.552
H 10.976 26.764 20.664
H 7.625 24.249 18.536
H 9.080 23.382 18.307
H 9.850 25.472 16.830
H 8.379 26.132 17.293
H 8.319 24.752 16.206
```

Results
lowest unoccupied orbital energy = 0.025 Ha
E_HOMO = -0.283 hartree
2S+1 = 1
ΔE to the lowest compared entry with this formula, charge and spin = 66.71 kcal per mole
DFT total energy = -87504.5192 eV
frontier orbital gap = 0.3081 Ha
structure (SMILES) = CCN(CC)CC.CCN(CC)CC.CCN(CC)CC.CCN(CC)CC.CCN(CC)CC.CCN(CC)CC.CCN(CC)CC.CCN(CC)CC.CCN(CC)CC.CCN(CC)CC.CCN(CC)CC

Atomic partial charges in e from the Mulliken method, atoms 1 to 8: atom 1 (C): -1.1587, atom 2 (C): 0.6284, atom 3 (N): 0.1831, atom 4 (C): -0.1861, atom 5 (C): -1.1587, atom 6 (C): 0.1822, atom 7 (C): -1.5407, atom 8 (H): 0.0042



2 unconnected molecules or ions with the total composition C3H3NO2S, computed with ωB97M-V/def2-TZVPD.

```
10
Properties=species:S:1:pos:R:3
C -0.844 0.431 0.011
C 0.269 0.064 -0.928
C 1.118 1.186 0.769
N -0.174 1.103 1.070
O -1.516 -2.523 0.311
O 1.511 0.534 -0.250
S -2.766 -1.795 0.384
H 0.412 -1.090 -1.028
H 0.119 0.587 -1.816
H 1.871 1.504 1.477
```

Results
lowest unoccupied orbital energy (spin up / spin down) = -0.031 / -0.030 Ha
E_HOMO (spin up / spin down) = -0.303 / -0.302 hartree
2S+1 = 1
ΔE to the lowest compared entry with this formula, charge and spin = 152.05 kcal per mole
DFT total energy = -19574.1826 eV
frontier orbital gap (spin up / spin down) = 0.2723 / 0.2720 Ha

Atomic partial charges in e from the natural (NBO) method, atoms 1 to 8: atom 1 (C): 0.1406, atom 2 (C): -0.2901, atom 3 (C): 0.4856, atom 4 (N): -0.6027, atom 5 (O): -0.7671, atom 6 (O): -0.4258, atom 7 (S): 0.7422, atom 8 (H): 0.2720



2 unconnected molecules or ions with the total composition C4H8O, computed with ωB97M-V/def2-TZVPD.

```
13
Properties=species:S:1:pos:R:3
C 2.474 -0.503 0.574
C 2.398 -0.780 -0.720
H 1.626 -0.488 1.245
H 3.416 -0.167 0.988
H 1.478 -0.965 -1.264
H 3.305 -0.759 -1.310
C -1.426 1.661 0.176
C -1.258 0.325 -0.197
O -2.132 -0.538 0.190
H -0.659 2.378 -0.091
H -2.314 1.923 0.736
H -0.494 -0.031 -0.879
H -1.789 -1.451 0.144
```

Results
total charge = +1
lowest unoccupied orbital energy (spin up / spin down) = -0.188 / -0.322 Ha
<S²> = 0.7554
E_HOMO (spin up / spin down) = -0.505 / -0.504 hartree
2S+1 = 2
ΔE to the lowest compared entry with this formula, charge and spin = 40.27 kcal per mole
DFT total energy = -6314.2619 eV
frontier orbital gap (spin up / spin down) = 0.3169 / 0.1821 Ha

Atomic partial charges in e from the natural (NBO) method, atoms 1 to 8: atom 1 (C): -0.3794, atom 2 (C): -0.3821, atom 3 (H): 0.1717, atom 4 (H): 0.2192, atom 5 (H): 0.1587, atom 6 (H): 0.2196, atom 7 (C): -0.0982, atom 8 (C): 0.3189



Number 3 is which compound? C4H8O



Which of these has the lowest DFT total energy? C66H165N11



What is the ΔE to the lowest compared entry with this formula, charge and spin in the third record? 40.27 kcal per mole